Density functional theory data (wB97M-V/def2-TZVPD) for C36H40BCoN9P as an isolated structure.

The geometry in XYZ format:
```
88
C36H40BCoN9P wB97M-V/def2-TZVPD
Co -0.119 -0.407 -0.149
C 3.168 -4.547 -0.230
C 1.861 -3.878 -0.498
C 0.696 -4.391 -1.014
C -0.234 -3.328 -1.041
N 0.382 -2.227 -0.553
N 1.640 -2.561 -0.223
B 2.577 -1.479 0.448
N 2.605 -0.303 -0.532
N 1.433 0.047 -1.125
C 1.694 0.852 -2.148
C 3.071 1.081 -2.186
C 3.617 0.316 -1.167
C 5.045 0.133 -0.765
C 0.621 1.229 -3.095
C 0.855 2.153 -4.102
C -0.143 2.466 -5.018
C -1.384 1.849 -4.941
C -1.628 0.916 -3.942
C -0.625 0.612 -3.037
N 1.833 -1.081 1.732
N 0.525 -0.752 1.589
C -0.051 -0.770 2.787
C 0.923 -1.056 3.744
C 2.099 -1.266 3.041
C 3.453 -1.660 3.539
C -1.508 -0.613 2.882
C -2.307 -1.005 1.806
C -3.686 -0.834 1.847
C -4.275 -0.294 2.985
C -3.486 0.063 4.073
C -2.107 -0.096 4.024
C -1.616 -3.322 -1.482
C -2.401 -2.154 -1.499
C -3.714 -2.178 -1.912
C -4.282 -3.383 -2.324
C -3.527 -4.551 -2.320
C -2.209 -4.522 -1.906
H 3.101 -5.596 -0.508
H 3.435 -4.487 0.826
H 3.975 -4.087 -0.803
H 0.540 -5.407 -1.340
H 3.669 -1.920 0.662
H 3.620 1.684 -2.895
H 5.673 0.808 -1.342
H 5.384 -0.889 -0.951
H 5.191 0.347 0.295
H 1.816 2.652 -4.167
H 0.053 3.193 -5.796
H -2.154 2.083 -5.665
H -2.590 0.419 -3.882
H -0.825 -0.158 -2.289
H 0.784 -1.150 4.811
H 3.476 -1.590 4.624
H 4.232 -1.015 3.134
H 3.694 -2.688 3.264
H -1.859 -1.534 0.958
H -4.301 -1.156 1.015
H -5.350 -0.174 3.033
H -3.947 0.474 4.963
H -1.493 0.203 4.867
H -1.984 -1.201 -1.195
H -4.304 -1.269 -1.925
H -5.314 -3.407 -2.652
H -3.972 -5.484 -2.641
H -1.630 -5.437 -1.908
C 0.848 4.599 0.441
N 0.977 3.734 1.621
C -0.162 3.981 2.515
N -1.471 3.810 1.863
C -1.526 4.685 0.688
N -0.436 4.440 -0.259
C -0.558 3.157 -0.926
P -0.471 1.794 0.361
C 1.068 2.328 1.250
C -1.774 2.428 1.544
H 1.668 4.393 -0.249
H 0.923 5.633 0.771
H -0.096 5.010 2.865
H -0.097 3.315 3.378
H -1.443 5.713 1.033
H -2.486 4.563 0.186
H 0.238 3.029 -1.643
H -1.503 3.089 -1.464
H 1.924 2.153 0.593
H 1.195 1.707 2.138
H -1.781 1.819 2.436
H -2.753 2.344 1.075
```

Results
- LUMO (spin up / spin down): -0.2933 / -0.2867 hartree
- Net charge: +2
- Kohn-Sham gap (spin up / spin down): 5.66 / 5.84 eV
- Multiplicity: 1

***

Density functional theory data (wB97M-V/def2-TZVPD) for C36H40BN10Pb as an isolated structure.

The geometry in XYZ format:
```
88
C36H40BN10Pb wB97M-V/def2-TZVPD
Pb 0.056 0.133 -0.341
C -0.416 3.791 -4.624
C -0.567 3.393 -3.197
C -1.065 4.143 -2.154
C -0.992 3.344 -1.016
N -0.475 2.145 -1.360
N -0.216 2.188 -2.706
B 0.406 1.034 -3.485
N 1.761 0.618 -2.929
N 1.957 0.175 -1.643
C 3.277 -0.094 -1.514
C 3.910 0.192 -2.721
C 2.935 0.633 -3.587
C 3.094 1.066 -5.002
C 3.951 -0.610 -0.306
C 3.300 -0.971 0.873
C 4.017 -1.463 1.953
C 5.397 -1.599 1.883
C 6.057 -1.242 0.720
C 5.341 -0.758 -0.360
N -0.588 -0.208 -3.478
N -0.956 -0.835 -2.383
C -1.792 -1.859 -2.775
C -1.906 -1.821 -4.194
C -1.146 -0.771 -4.609
C -0.916 -0.269 -5.988
C -2.431 -2.780 -1.911
C -2.377 -2.689 -0.494
C -3.028 -3.604 0.285
C -3.750 -4.653 -0.310
C -3.821 -4.769 -1.697
C -3.180 -3.848 -2.488
C -1.401 3.750 0.343
C -1.993 5.006 0.497
C -2.399 5.464 1.739
C -2.213 4.677 2.862
C -1.620 3.429 2.728
C -1.221 2.967 1.483
H -0.771 4.810 -4.749
H 0.625 3.752 -4.941
H -0.995 3.147 -5.285
H -1.420 5.153 -2.228
H 0.535 1.361 -4.612
H 4.953 0.092 -2.958
H 4.140 0.983 -5.285
H 2.510 0.445 -5.681
H 2.785 2.101 -5.139
H 2.221 -0.886 0.962
H 3.516 -1.757 2.863
H 5.949 -1.984 2.730
H 7.131 -1.341 0.649
H 5.881 -0.491 -1.255
H -2.480 -2.470 -4.830
H -1.477 -0.883 -6.687
H -1.244 0.764 -6.094
H 0.139 -0.317 -6.256
H -1.834 -1.881 -0.024
H -3.004 -3.529 1.363
H -4.258 -5.374 0.316
H -4.379 -5.577 -2.148
H -3.245 -3.946 -3.560
H -2.146 5.643 -0.360
H -2.858 6.439 1.826
H -2.522 5.032 3.836
H -1.466 2.832 3.615
H -0.749 1.991 1.415
C -1.315 -1.924 3.427
N -0.331 -0.832 3.276
C -0.785 0.281 4.119
N -0.899 -0.196 5.502
C -1.936 -1.232 5.641
N -1.469 -2.344 4.815
C -0.176 -2.770 5.346
N 0.795 -1.674 5.245
C 0.950 -1.275 3.849
C 0.388 -0.556 6.095
H -0.975 -2.781 2.844
H -2.280 -1.589 3.044
H -1.763 0.631 3.788
H -0.067 1.101 4.088
H -2.888 -0.845 5.279
H -2.024 -1.526 6.684
H 0.190 -3.618 4.766
H -0.280 -3.073 6.387
H 1.307 -2.136 3.284
H 1.682 -0.470 3.775
H 1.088 0.276 6.035
H 0.259 -0.867 7.129
```

Results
- LUMO (spin up / spin down): -0.4013 / -0.4132 hartree
- Net charge: +3
- Kohn-Sham gap (spin up / spin down): 4.46 / 4.15 eV
- Multiplicity: 1

***

Density functional theory data (wB97M-V/def2-TZVPD) for C36H40GeN2O3Pt as an isolated structure.

The geometry in XYZ format:
```
83
C36H40GeN2O3Pt wB97M-V/def2-TZVPD
Pt 0.111 1.061 -0.098
C -0.082 -2.653 1.285
O -0.569 -1.289 1.507
C -0.397 -0.944 2.936
C -0.627 0.533 3.112
O 0.265 1.305 2.283
C 1.647 1.440 2.666
C 2.490 0.343 2.048
O 1.826 -0.063 0.837
C 2.579 -1.023 0.068
H -0.649 -3.359 1.886
H -0.198 -2.892 0.230
H 0.967 -2.687 1.565
H -1.091 -1.528 3.543
H 0.613 -1.234 3.217
H -1.622 0.760 2.766
H -0.548 0.856 4.150
H 1.953 2.407 2.288
H 1.747 1.450 3.752
H 3.490 0.714 1.838
H 2.578 -0.536 2.690
H 3.611 -0.695 -0.040
H 2.566 -1.988 0.566
H 2.108 -1.111 -0.908
C 2.957 1.933 -1.206
N 1.486 1.920 -1.331
C 1.001 2.422 -2.425
C -0.399 2.353 -2.592
C -1.319 2.753 -3.599
C -2.526 2.296 -3.180
C -2.314 1.614 -1.889
N -1.042 1.670 -1.570
C 3.489 2.723 -0.039
C 2.810 3.839 0.437
C 3.395 4.652 1.401
C 4.647 4.336 1.905
C 5.327 3.220 1.431
C 4.748 2.414 0.460
H 3.354 2.369 -2.124
H 3.288 0.898 -1.191
H 1.640 2.883 -3.170
H -1.087 3.298 -4.502
H -3.482 2.405 -3.671
H -3.053 1.130 -1.268
H 1.832 4.100 0.043
H 2.881 5.542 1.742
H 5.099 4.960 2.664
H 6.312 2.983 1.810
H 5.295 1.557 0.077
C -5.227 2.285 2.241
C -3.967 2.555 1.719
C -3.140 1.505 1.359
C -3.541 0.168 1.507
C -4.817 -0.084 2.023
C -5.645 0.973 2.391
Ge -2.561 -1.399 0.883
C -3.161 -2.925 1.830
C -3.518 -2.851 3.192
C -3.955 -3.979 3.863
C -4.009 -5.203 3.199
C -3.625 -5.301 1.868
C -3.208 -4.171 1.182
C -3.082 -1.598 -0.995
C -4.298 -1.003 -1.323
C -4.726 -1.061 -2.647
C -3.952 -1.679 -3.622
C -2.736 -2.261 -3.284
C -2.295 -2.225 -1.966
H -5.881 3.098 2.529
H -3.640 3.579 1.591
H -2.156 1.754 0.964
H -5.181 -1.096 2.134
H -6.624 0.760 2.801
H -3.464 -1.909 3.726
H -4.248 -3.915 4.902
H -4.353 -6.084 3.726
H -3.659 -6.257 1.363
H -2.945 -4.258 0.134
H -4.926 -0.527 -0.582
H -5.681 -0.622 -2.908
H -4.307 -1.724 -4.643
H -2.135 -2.748 -4.041
H -1.354 -2.698 -1.710
```

Results
- LUMO (spin up / spin down): -0.3838 / -0.4258 hartree
- Net charge: +3
- Kohn-Sham gap (spin up / spin down): 6.11 / 4.97 eV
- ⟨S²⟩: 0.79
- Multiplicity: 2